1.
DFT (ωB97M-V with the def2-TZVPD basis set) results for a 5-piece molecular cluster, C25H47NO6P overall at a distorted geometry.

Element x y z (Å)
C: -0.83371 -4.45568 -2.12064
C: -0.03182 -4.17510 -0.86235
C: 1.37237 -3.69419 -1.12176
O: 1.35133 -2.54659 -1.99199
C: 2.17071 -1.50835 -1.55170
C: 2.39530 -0.55071 -2.68596
C: 2.63396 -0.96084 -3.99102
C: 2.86233 -0.02414 -4.98488
C: 2.84913 1.32070 -4.66635
N: 2.58888 1.72309 -3.40849
P: 2.47517 3.43525 -2.97254
O: 1.11736 3.92324 -3.18890
C: 2.36710 0.81063 -2.43556
H: -1.12157 -3.53648 -2.61676
H: -0.30033 -5.12846 -2.78601
H: -1.74469 -4.97592 -1.84017
H: 0.04964 -5.07799 -0.26009
H: -0.52738 -3.44353 -0.22608
H: 1.84156 -3.45606 -0.16869
H: 1.98099 -4.45826 -1.60445
H: 1.68798 -0.96516 -0.73435
H: 3.14647 -1.85343 -1.20234
H: 2.63142 -2.01518 -4.21924
H: 3.05004 -0.31011 -6.00426
H: 3.03296 2.08130 -5.40693
H: 2.89159 3.48198 -1.63299
H: 3.46233 4.04847 -3.75871
H: 2.14759 1.18263 -1.44605
C: 0.21560 4.15730 0.47908
C: 1.54308 4.25772 1.22926
C: 1.27611 3.39301 2.45122
O: 0.35011 2.37873 2.02696
C: -0.18248 2.71306 0.75052
H: 0.28869 4.37883 -0.58641
H: -0.51283 4.84063 0.91805
H: 2.35262 3.81809 0.63308
H: 1.82758 5.27651 1.48392
H: 0.81014 3.97445 3.25235
H: 2.17237 2.92700 2.84120
H: 0.25772 2.03432 0.00102
H: -1.26164 2.55911 0.75518
C: -4.11902 0.23907 -3.04038
C: -2.99152 0.01837 -2.03649
C: -3.58891 -1.04958 -1.13015
O: -4.46174 -1.83452 -1.95240
C: -4.66465 -1.17215 -3.20388
H: -3.79211 0.67632 -3.98270
H: -4.88100 0.89096 -2.60840
H: -2.10540 -0.37079 -2.54775
H: -2.70457 0.91835 -1.49341
H: -4.17921 -0.60501 -0.32442
H: -2.83261 -1.69679 -0.68320
H: -4.11892 -1.72029 -3.98025
H: -5.72635 -1.19129 -3.44990
C: -6.62670 -3.28979 2.72757
C: -6.12695 -4.18979 1.60038
C: -5.22266 -3.24118 0.82626
O: -4.68403 -2.32340 1.78769
C: -5.39109 -2.45146 3.02443
H: -6.98505 -3.83476 3.59926
H: -7.43712 -2.65291 2.36643
H: -5.54474 -5.01706 2.01334
H: -6.92237 -4.60762 0.98578
H: -5.78334 -2.67167 0.08160
H: -4.40346 -3.75344 0.32010
H: -4.73865 -2.95064 3.74924
H: -5.63167 -1.45780 3.40361
C: 5.96079 1.65190 4.36399
C: 6.16123 2.93393 5.16689
C: 5.34886 3.93553 4.35940
O: 4.27195 3.19800 3.76629
C: 4.51403 1.79399 3.91335
H: 6.13545 0.74307 4.93687
H: 6.62816 1.64370 3.49883
H: 5.73478 2.82003 6.16540
H: 7.20390 3.22670 5.27415
H: 5.94813 4.38040 3.55794
H: 4.93683 4.73882 4.96969
H: 3.82322 1.39889 4.66508
H: 4.31272 1.29406 2.96360

Cartesian forces, eV/Å:
C -0.2486 -0.2185 0.4726
C 0.1224 -0.0057 0.0188
C -0.0583 -0.0972 -0.0715
O 0.2289 -0.0420 0.0107
C -0.3032 0.1665 -0.0554
C -0.0777 0.6698 0.1379
C -0.0309 -0.0807 -0.0351
C -0.0339 0.5392 0.1733
C -0.0378 -0.3319 -0.2638
N 0.6519 -0.4060 0.4156
P -0.9501 1.0232 -0.0485
O -0.0909 -0.0232 -0.0838
C -0.0807 -0.4836 -0.0564
H 0.0860 0.0686 -0.2795
H 0.1630 0.0985 -0.2481
H -0.2285 0.0202 -0.0347
H 0.0370 -0.1653 0.0668
H -0.2001 0.1168 -0.0239
H 0.1484 0.2221 0.0683
H 0.0263 -0.1438 -0.1020
H 0.0864 0.0457 0.2222
H 0.1294 -0.1666 0.0644
H -0.0201 -0.1395 -0.0212
H 0.0470 -0.0819 -0.1487
H -0.0155 0.1852 -0.0427
H 0.3237 -0.4483 -0.1367
H 0.2258 -0.4283 0.0159
H -0.0237 0.1689 0.1010
C 0.0368 0.0513 -0.0530
C -0.0390 -0.0548 -0.1002
C -0.2060 0.0070 0.0322
O 0.0718 0.0239 -0.1023
C 0.1059 -0.0089 0.0780
H -0.0354 0.0146 0.0045
H -0.0110 -0.0166 -0.0012
H 0.0272 0.0146 0.0444
H 0.0157 -0.0012 0.0096
H 0.0327 0.0343 -0.0141
H 0.0362 -0.0630 0.0633
H -0.0722 0.0200 -0.0785
H 0.0036 -0.0563 0.0044
C -0.0539 0.0673 0.0559
C 0.0776 -0.0486 -0.0704
C -0.1267 0.0503 0.0325
O 0.1449 0.1424 -0.0951
C 0.0642 -0.1191 -0.0234
H 0.0045 -0.0077 -0.0089
H 0.0030 -0.0023 -0.0074
H 0.0008 -0.0092 0.0008
H -0.0238 0.0085 0.0158
H 0.0796 -0.0031 0.0618
H -0.0597 -0.0680 0.0168
H -0.0240 0.0336 -0.0439
H -0.0101 -0.0410 0.0270
C -0.0660 0.0525 -0.0608
C 0.0910 -0.0483 0.0904
C -0.1284 0.0704 0.0420
O 0.0032 -0.0382 -0.0003
C 0.0765 -0.0813 0.0271
H 0.0128 -0.0105 0.0043
H 0.0022 0.0020 0.0118
H -0.0077 -0.0009 -0.0102
H -0.0135 0.0204 -0.0072
H 0.0014 -0.0717 -0.0656
H 0.0363 0.0514 -0.0090
H -0.0414 0.0059 0.0374
H 0.0356 0.0249 -0.0301
C 0.0650 0.0248 -0.0954
C -0.0723 -0.0321 0.0848
C 0.0434 0.0289 -0.0757
O 0.1449 -0.0629 -0.0127
C -0.0562 0.0346 0.1281
H -0.0109 0.0027 0.0191
H -0.0055 -0.0105 0.0047
H 0.0060 0.0129 -0.0005
H 0.0084 -0.0020 -0.0196
H 0.0291 0.0146 0.0337
H -0.0569 -0.0027 -0.0265
H 0.0144 -0.0532 -0.0142
H -0.0304 0.0380 -0.0198

Values from the calculation:
Lowest unoccupied orbital energy = -4.72 eV
Net charge = +1
Spin multiplicity = 1

List of Löwdin charges in e, atom by atom: number 1, C, carries -0.09; number 2, C, carries -0.23; number 3, C, carries -0.20; number 4, O, carries -0.13; number 5, C, carries -0.18; number 6, C, carries -0.11; number 7, C, carries 0.07; number 8, C, carries 0.02; number 9, C, carries -0.04; number 10, N, carries -0.14; number 11, P, carries 0.77; number 12, O, carries -0.34; number 13, C, carries 0.00; number 14, H, carries 0.07; number 15, H, carries 0.08; number 16, H, carries 0.07; number 17, H, carries 0.12; number 18, H, carries 0.11; number 19, H, carries 0.12; number 20, H, carries 0.13; number 21, H, carries 0.14; number 22, H, carries 0.15; number 23, H, carries 0.14; number 24, H, carries 0.13; number 25, H, carries 0.14; number 26, H, carries 0.03; number 27, H, carries 0.04; number 28, H, carries 0.13; number 29, C, carries -0.16; number 30, C, carries -0.17; number 31, C, carries -0.18; number 32, O, carries -0.13; number 33, C, carries -0.21; number 34, H, carries 0.09; number 35, H, carries 0.12; number 36, H, carries 0.09; number 37, H, carries 0.12; number 38, H, carries 0.13; number 39, H, carries 0.09; number 40, H, carries 0.09; number 41, H, carries 0.12; number 42, C, carries -0.17; number 43, C, carries -0.17; number 44, C, carries -0.21; number 45, O, carries -0.15; number 46, C, carries -0.20; number 47, H, carries 0.11; number 48, H, carries 0.12; number 49, H, carries 0.10; number 50, H, carries 0.10; number 51, H, carries 0.12; number 52, H, carries 0.11; number 53, H, carries 0.12; number 54, H, carries 0.12; number 55, C, carries -0.17; number 56, C, carries -0.17; number 57, C, carries -0.21; number 58, O, carries -0.16; number 59, C, carries -0.20; number 60, H, carries 0.11; number 61, H, carries 0.11; number 62, H, carries 0.11; number 63, H, carries 0.11; number 64, H, carries 0.11; number 65, H, carries 0.11; number 66, H, carries 0.12; number 67, H, carries 0.12; number 68, C, carries -0.17; number 69, C, carries -0.17; number 70, C, carries -0.20; number 71, O, carries -0.17; number 72, C, carries -0.21; number 73, H, carries 0.11; number 74, H, carries 0.11; number 75, H, carries 0.12; number 76, H, carries 0.11; number 77, H, carries 0.12; number 78, H, carries 0.12; number 79, H, carries 0.12; number 80, H, carries 0.11

---

2.
DFT (ωB97M-V with the def2-TZVPD basis set) results for an isolated ion of composition C6H12N and charge +1 at a distorted geometry.

Element x y z (Å)
C: -0.00457 2.78380 0.45288
C: -0.23252 1.57039 -0.00391
C: -0.28027 0.29953 0.77537
C: -0.13930 0.31826 2.11660
C: -0.85267 -0.98584 0.17428
C: -0.34041 -1.22438 -1.21824
N: 1.18631 -1.49584 -1.22642
H: 0.63406 3.01140 1.30999
H: 0.01548 3.62204 -0.24302
H: -0.66518 1.30243 -0.96875
H: -0.24857 -0.56535 2.73718
H: 0.07713 1.22482 2.64916
H: -0.69170 -1.82572 0.83485
H: -1.90961 -0.72620 0.00289
H: -0.52073 -0.50169 -2.00717
H: -0.71221 -2.17432 -1.63608
H: 1.53469 -2.38344 -0.85308
H: 1.61433 -0.72067 -0.70860
H: 1.53576 -1.52921 -2.18794

Cartesian forces, eV/Å:
C 2.1671 1.1149 -0.9817
C -1.3862 -2.3609 -0.1062
C 0.1983 0.1466 2.4552
C 0.2553 -0.3939 -0.7314
C 0.1345 2.2472 -1.0870
C 0.6636 -2.7933 -0.8138
N 0.0448 0.6188 -0.3363
H -0.8339 -0.3868 0.3635
H -0.5875 -0.1343 0.0801
H 0.0627 1.2887 -0.2981
H -0.0498 -0.0179 -0.1619
H 0.1046 0.2798 0.0900
H -0.2713 -0.2163 0.0446
H -0.0036 -0.6888 0.3457
H 0.0825 0.4727 0.4041
H -0.2836 0.3499 0.2492
H -0.6282 0.0972 0.5642
H 0.3545 -0.1432 -0.1199
H -0.0237 0.5197 0.0397

Values from the calculation:
ΔE to the lowest compared entry with this formula, charge and spin = 41.60 kcal/mol
SMILES = C=CC(=C)CC[NH3+]
Lowest unoccupied orbital energy = -3.72 eV
Net charge = +1
Spin multiplicity = 1

List of Löwdin charges in e, atom by atom: number 1, C, carries 0.04; number 2, C, carries -0.15; number 3, C, carries -0.33; number 4, C, carries 0.09; number 5, C, carries -0.15; number 6, C, carries -0.14; number 7, N, carries 0.20; number 8, H, carries 0.08; number 9, H, carries 0.07; number 10, H, carries 0.09; number 11, H, carries 0.08; number 12, H, carries 0.07; number 13, H, carries 0.12; number 14, H, carries 0.15; number 15, H, carries 0.13; number 16, H, carries 0.14; number 17, H, carries 0.18; number 18, H, carries 0.16; number 19, H, carries 0.17

---

3.
DFT (ωB97M-V with the def2-TZVPD basis set) results for a 16-piece molecular cluster, C5H39NO15 overall at a distorted geometry.

Element x y z (Å)
C: -0.90268 -2.94515 0.02042
N: -0.60724 -0.22981 -0.35771
C: -0.39381 -0.81924 0.94116
C: -0.61173 -2.11002 1.22933
C: -0.05391 1.27786 2.43328
C: 0.25836 0.06094 1.91307
H: -0.06230 -3.73789 -0.01225
H: -0.66094 -2.50133 -0.95886
H: -1.95993 -3.27649 -0.05835
H: -0.55855 1.26480 -0.40871
H: -1.60197 -0.41706 -0.68630
H: -0.43030 -2.69861 2.14311
H: -0.71556 1.95195 1.96893
H: 0.47124 1.65552 3.34637
H: 0.95142 -0.63240 2.42795
H: -1.64795 -0.14318 -3.15024
H: 0.11249 -0.60575 -1.03312
O: -0.85991 -0.32534 -3.71013
H: -0.55771 2.49544 -1.63476
H: -0.29334 -0.77252 -2.93741
O: -0.73605 2.38451 -0.65516
H: 3.29656 -0.12608 -1.44377
H: 4.19900 -1.22480 -1.11783
O: 3.61256 -0.88930 -1.78421
H: -1.28590 -2.73349 -3.40393
H: -2.41331 -2.55795 -2.38870
O: -1.55932 -2.92105 -2.55679
H: -3.15042 0.05453 1.94275
H: -2.24509 -0.40623 3.04319
O: -2.64677 0.35840 2.73592
H: -0.03591 4.33666 1.21908
H: -1.01502 3.81913 2.16839
O: -0.29085 4.35698 2.24341
H: 1.14008 -2.81485 -2.24419
H: 2.18805 -1.80325 -2.49070
O: 1.24011 -1.88186 -2.46833
H: -2.30189 1.83130 -1.26213
H: -3.34322 2.02762 -2.34885
O: -2.91374 1.41360 -1.87207
H: 2.15468 2.61356 1.44685
H: 1.88174 3.81382 2.57709
O: 2.17216 2.85533 2.38935
H: 2.30899 0.53010 0.58654
H: 3.56909 -0.10811 1.24135
O: 2.87576 -0.26065 0.54463
H: -4.13833 0.11972 -0.87385
H: -3.32264 -0.72834 0.11679
O: -4.08310 -0.76244 -0.49585
H: -2.06907 2.90470 0.29520
H: -3.25248 3.81886 0.12211
O: -2.95970 3.00102 0.69215
H: 2.46889 3.20671 -0.59750
H: 1.19940 2.30290 -0.13762
O: 2.12281 2.40988 -0.31830
H: 3.16040 -2.95086 -1.09672
H: 3.76920 -3.50796 0.18884
O: 3.97732 -3.19654 -0.72654
H: 1.38586 -2.04881 1.92079
H: 2.94010 -2.14901 1.40288
O: 2.22438 -2.57950 1.92998

Cartesian forces, eV/Å:
C 1.2755 -1.3716 -0.4714
N -0.9094 0.0965 -0.9520
C 0.3586 0.6813 1.0199
C -0.1877 -0.0772 -2.0528
C 1.9818 -1.8562 0.3811
C -0.0820 0.0238 2.1608
H -1.9024 0.2202 0.4453
H -0.4528 0.3814 1.1969
H 0.8862 -0.5305 0.1749
H -0.4820 1.0686 -0.7695
H 1.9158 0.0029 -0.0444
H -0.1196 1.0706 -0.1200
H -0.8792 0.2816 -0.4084
H -0.5904 -0.5145 -1.1586
H -0.1675 1.5600 0.6069
H 0.1842 0.3193 -0.9061
H -1.1052 0.2686 0.6634
O 0.8784 -1.1764 3.5997
H -0.1022 -0.2780 1.6074
H -1.0890 1.0844 -3.0508
O 1.2679 -1.3028 -0.9526
H -1.6292 3.7617 1.6881
H 0.3846 -0.4759 0.3701
O 1.6112 -3.0959 -3.1688
H 0.5372 0.9590 -3.1663
H -0.9780 0.4392 -0.1859
O -0.0186 -1.5401 2.3162
H 0.3413 0.5831 1.1282
H 1.3216 -2.2860 1.0153
O -2.2364 1.7791 -1.9544
H -0.4878 0.3672 3.2720
H -3.3961 -2.1062 0.3847
O 3.5924 2.2239 -3.7081
H -0.6232 -0.0175 -0.0911
H 1.2272 1.0207 -0.0461
O -0.9705 -0.8518 0.2164
H 0.1017 0.4879 0.2274
H -2.2738 3.4654 -2.5256
O 1.6996 -4.1625 1.8537
H 0.0549 0.9155 0.4251
H 0.4777 -2.4516 -0.9954
O 0.1924 1.8196 1.0453
H 0.4348 -0.2667 0.1441
H -1.0846 0.0897 -0.8906
O 0.9344 0.6481 1.3775
H 0.2456 0.3585 -0.1488
H -0.7237 -0.0390 -0.4235
O 0.6083 -0.5859 0.6564
H -0.1770 -0.2768 0.2918
H 0.3726 -2.2190 1.8914
O -0.4373 2.7570 -1.8456
H 0.2399 2.7322 -0.8756
H -1.3333 1.1145 -0.5221
O 0.7767 -3.7637 0.8703
H -1.6269 0.5140 -0.5286
H 0.1381 0.1267 -1.2298
O 1.6339 -1.2276 2.2016
H 1.8565 -0.6754 -0.6405
H -1.6969 0.0858 0.6372
O 0.2317 -0.1593 -0.0356

Values from the calculation:
ΔE to the lowest compared entry with this formula, charge and spin = 189.81 kcal/mol
Lowest unoccupied orbital energy = -0.20 eV
Spin multiplicity = 1

List of Löwdin charges in e, atom by atom: number 1, C, carries -0.10; number 2, N, carries 0.10; number 3, C, carries -0.35; number 4, C, carries -0.10; number 5, C, carries 0.05; number 6, C, carries -0.15; number 7, H, carries 0.12; number 8, H, carries 0.01; number 9, H, carries 0.09; number 10, H, carries 0.09; number 11, H, carries 0.11; number 12, H, carries 0.14; number 13, H, carries 0.02; number 14, H, carries 0.10; number 15, H, carries 0.09; number 16, H, carries 0.01; number 17, H, carries 0.11; number 18, O, carries -0.12; number 19, H, carries 0.10; number 20, H, carries 0.04; number 21, O, carries -0.23; number 22, H, carries -0.03; number 23, H, carries 0.03; number 24, O, carries -0.03; number 25, H, carries 0.01; number 26, H, carries 0.05; number 27, O, carries -0.03; number 28, H, carries 0.05; number 29, H, carries -0.01; number 30, O, carries -0.02; number 31, H, carries 0.11; number 32, H, carries -0.06; number 33, O, carries -0.06; number 34, H, carries 0.06; number 35, H, carries 0.01; number 36, O, carries -0.04; number 37, H, carries -0.02; number 38, H, carries 0.00; number 39, O, carries -0.01; number 40, H, carries -0.03; number 41, H, carries 0.08; number 42, O, carries -0.12; number 43, H, carries 0.02; number 44, H, carries 0.11; number 45, O, carries -0.07; number 46, H, carries 0.01; number 47, H, carries 0.00; number 48, O, carries -0.05; number 49, H, carries -0.05; number 50, H, carries 0.11; number 51, O, carries -0.11; number 52, H, carries 0.04; number 53, H, carries 0.00; number 54, O, carries 0.00; number 55, H, carries -0.02; number 56, H, carries 0.07; number 57, O, carries -0.03; number 58, H, carries -0.02; number 59, H, carries 0.02; number 60, O, carries -0.09